A single C7H12N2O molecule at a distorted geometry, computed with ωB97M-V/def2-TZVPD.

## Properties
Total energy   -458.35992 hartree
Molar mass   140.2 g/mol
⟨S²⟩   2.007
Relative energy (zero: lowest compared OMol25 entry of this formula, charge and spin)   255.2 kJ/mol
HOMO energy (alpha / beta)   -5.27 / -9.12 eV
Multiplicity   3
Orbital gap (alpha / beta)   6.33 / 8.83 eV

```
22
Properties=species:S:1:pos:R:3:forces:R:3
C -1.690966 -1.540867 0.077296 -0.262 0.702 -0.704
C -1.326479 -1.788628 1.194464 0.285 -0.067 -0.258
C 2.206229 0.090418 0.645507 2.919 2.253 4.041
C -1.652550 1.250271 -1.294209 1.998 -2.924 -3.195
C -0.420435 1.209175 -0.334195 -2.566 0.948 1.817
C -2.685528 0.148615 -1.109575 0.539 1.847 -0.129
C 3.202362 -0.634724 1.442309 -1.572 -3.925 -2.395
N 1.471073 -0.316344 -0.366275 0.230 -3.381 -2.465
N 0.370150 0.165850 -0.842215 -2.382 0.653 -1.688
O -2.122275 -1.141441 -1.099624 -0.101 -1.392 0.819
H -0.694947 -1.897318 2.040651 -0.212 -0.195 0.203
H 1.649868 -1.206600 -0.852999 0.425 0.810 0.697
H 2.234813 1.069693 1.049509 -1.019 1.359 -0.826
H -2.207094 2.150183 -1.407113 -0.061 1.101 0.202
H -1.145242 0.946923 -2.350891 -1.080 1.281 2.130
H -0.081131 2.229095 -0.420050 1.237 0.455 -0.009
H -0.796113 1.187388 0.794774 0.866 -0.522 -1.923
H -3.120832 0.448149 -0.201021 -0.998 -0.628 1.719
H -3.470841 0.226753 -1.851611 0.113 -0.403 -0.419
H 3.792299 -1.378061 0.822442 -0.352 0.672 0.635
H 3.837297 0.024337 1.893716 1.641 1.585 1.311
H 2.650343 -1.242865 2.169110 0.351 -0.228 0.435
```
Positions in Å, forces in eV/Å.



A single C7H12N2O3S molecule at a distorted geometry, computed with ωB97M-V/def2-TZVPD.

## Properties
Total energy   -1007.22296 hartree
Molar mass   204.3 g/mol
Relative energy (zero: lowest compared OMol25 entry of this formula, charge and spin)   378.5 kJ/mol
HOMO energy   -9.02 eV
Orbital gap   9.34 eV
SMILES string   [H]/N=C1/CC=C[C@](NC)(S(=O)(=O)O)C1

```
25
Properties=species:S:1:pos:R:3:forces:R:3
H 0.497524 2.447392 -2.247733 0.528 -0.682 -0.809
N -0.118186 2.699001 -1.514021 -0.711 2.664 0.867
C -0.580689 1.776111 -0.820521 0.977 -1.656 -1.975
C -1.487632 1.961202 0.346051 0.806 2.821 0.608
C -1.088423 1.137688 1.572829 -1.067 -0.841 -2.725
C -0.562662 -0.065458 1.310410 0.021 1.009 1.185
C 0.121682 -0.349108 0.060533 2.320 -1.408 -0.199
N 0.406415 -1.771309 0.021147 -1.816 -1.036 0.454
C -0.739629 -2.690540 -0.250735 -1.205 0.972 -2.549
S 1.921316 0.218847 0.317639 0.154 -1.347 -1.610
O 2.590905 -0.260273 -0.895413 0.175 -0.571 1.655
O 2.023892 1.614440 0.493130 0.035 0.959 1.368
O 2.330230 -0.653031 1.651288 0.295 0.959 -0.920
C -0.189797 0.327666 -1.240345 -4.213 -0.342 2.494
H -2.443539 1.700903 -0.068629 -0.942 -0.403 0.390
H -1.584817 3.114369 0.624535 0.469 -2.398 -0.756
H -1.541196 1.581060 2.410065 -0.048 -0.340 1.660
H -0.236331 -0.914382 1.896715 -0.640 0.484 1.345
H 1.274551 -1.867596 -0.454204 0.167 -1.154 -1.022
H -1.677213 -2.357557 0.378285 2.037 -0.871 -0.942
H -1.119048 -2.547641 -1.427832 0.768 -0.496 2.801
H -0.493865 -3.804253 -0.164622 -0.204 1.817 0.294
H 3.110375 -1.222132 1.507126 -0.344 0.346 -0.251
H -1.054085 -0.298044 -1.664617 0.911 1.211 0.346
H 0.640222 0.222645 -1.841078 1.528 0.302 -1.708
```
Positions in Å, forces in eV/Å.



2 unconnected molecules or ions with the total composition C7H12N2O4S at a distorted geometry, computed with ωB97M-V/def2-TZVPD.

## Properties
Total energy   -1082.48622 hartree
Molar mass   220.2 g/mol
Relative energy (zero: lowest compared OMol25 entry of this formula, charge and spin)   189.4 kJ/mol
HOMO energy (alpha / beta)   -9.60 / -8.38 eV
Orbital gap (alpha / beta)   8.83 / 7.88 eV

```
26
Properties=species:S:1:pos:R:3:forces:R:3
C 0.011261 3.101555 1.418561 -1.310 0.144 0.402
C 1.536850 -1.366193 -3.426279 -1.702 1.705 -2.148
C -1.410513 0.599513 0.031584 -1.846 -0.927 1.352
C -1.020873 1.938905 -0.590224 0.436 0.411 -1.197
C 1.087356 -1.436003 1.547207 1.687 -2.308 -0.363
C -0.686309 -2.730308 0.145581 2.088 0.656 1.578
C -0.260665 -1.462063 0.969682 -1.493 -0.269 -1.617
N -0.337191 -0.300811 0.055717 1.308 -0.677 -0.206
N 0.065122 2.568529 0.213235 0.942 -1.402 -2.663
O 0.903415 -0.802989 -4.212670 -0.373 0.214 -0.344
O 1.002345 3.474801 2.003678 -0.236 0.202 0.754
O 2.167708 -1.912153 -2.669510 2.048 -1.871 2.560
O 1.613933 2.184093 -1.729562 0.105 -0.384 -3.333
S 1.732858 2.278096 -0.314080 -0.680 0.362 2.977
H -1.069460 3.114484 1.691513 0.410 0.556 0.998
H -1.805114 0.827594 1.068004 0.330 -0.216 -0.527
H -2.303364 -0.002858 -0.400191 1.014 1.322 -0.047
H -0.583360 1.839552 -1.637461 -0.543 -0.114 1.368
H -1.889119 2.620867 -0.717403 0.550 -0.319 0.441
H 1.450875 -2.327302 2.130706 -1.034 0.982 0.046
H 1.825426 -1.404782 0.777900 0.527 0.193 -0.985
H 1.134503 -0.513047 2.011696 0.693 1.588 1.713
H -0.072969 -3.621009 0.407985 -0.630 0.557 0.043
H -0.427751 -2.444231 -0.831237 0.000 -0.126 -1.688
H -1.721530 -2.869088 0.285758 -1.156 -0.507 -0.136
H -0.943435 -1.355153 1.769811 -1.136 0.229 1.020
```
Positions in Å, forces in eV/Å.